1.
Entry from OMol25: an isolated ion of composition C46H59N4O9 and charge +1 (ωB97M-V with the def2-TZVPD basis set).

Last column: natural (NBO) charge in e.
CARTESIAN COORDINATES (ANGSTROEM)
1 C 4.998 -0.564 0.842  -0.250
2 H 1.423 -0.177 -3.144  0.238
3 H -3.914 -3.216 3.703  0.214
4 H 0.144 -2.685 0.265  0.438
5 H -1.182 -0.591 -1.633  0.254
6 C -3.476 -0.592 -2.674  -0.263
7 C 1.663 -0.781 3.605  -0.414
8 H 3.529 2.167 8.652  0.215
9 C 0.405 3.555 -4.641  0.789
10 N -0.707 0.103 5.141  -0.492
11 C -0.613 1.473 -1.495  -0.070
12 C 0.651 -0.852 -3.509  -0.417
13 O -0.012 4.685 -4.710  -0.600
14 H -0.825 0.286 3.091  0.206
15 O -3.259 1.401 -4.844  -0.633
16 H -4.574 -4.239 -0.394  0.213
17 C 2.652 -0.161 0.644  0.329
18 C 1.197 0.667 3.783  -0.214
19 H -0.640 0.258 7.204  0.200
20 O 1.470 3.091 -5.254  -0.495
21 C 2.822 0.676 -0.460  -0.347
22 H 1.474 -0.862 7.401  0.468
23 C -2.243 -2.901 2.375  -0.034
24 H -1.941 -3.006 4.975  0.215
25 H 2.918 1.107 5.006  0.221
26 H -0.729 -0.107 0.883  0.222
27 H 0.147 3.450 -1.948  0.209
28 H -4.506 -0.305 -2.895  0.243
29 C -0.360 2.521 -3.790  0.137
30 H 5.626 -1.134 1.524  0.211
31 H -1.967 3.152 -1.218  0.239
32 H 2.928 3.435 -6.610  0.210
33 H -3.887 1.178 -7.370  0.249
34 H 1.682 2.375 4.996  0.211
35 H 1.510 1.255 2.913  0.204
36 H 0.616 1.032 -4.951  0.249
37 O 2.758 -3.144 3.000  -0.497
38 C -1.662 -1.012 -4.315  -0.199
39 C -1.158 -2.356 3.144  -0.110
40 C 2.685 2.914 -2.528  -0.410
41 H -2.258 -3.578 -0.991  0.207
42 H -3.134 0.503 -0.324  0.222
43 C -0.685 -0.075 -3.643  -0.044
44 H -1.635 3.978 -3.891  0.520
45 H -1.634 2.257 0.268  0.242
46 H 2.909 -5.153 2.519  0.197
47 C -1.248 -2.235 4.631  -0.433
48 C -1.811 2.159 -0.802  -0.409
49 H 1.329 -1.366 4.455  0.259
50 H 4.253 -4.134 1.963  0.193
51 O 1.775 -0.542 6.543  -0.734
52 H 3.805 0.888 -0.843  0.230
53 H -3.078 2.740 -7.346  0.255
54 H -0.618 1.830 3.953  0.167
55 H 1.471 -2.697 -2.785  0.237
56 H 3.735 2.277 6.906  0.202
57 H -3.949 1.838 -1.174  0.237
58 C 1.227 -1.452 2.291  -0.224
59 H -2.832 1.262 -3.186  0.522
60 H 2.285 3.917 -2.684  0.199
61 C 0.265 0.096 0.517  -0.220
62 H -2.181 1.316 -7.893  0.242
63 H -1.289 -1.510 -5.198  0.228
64 N -0.537 -2.511 0.988  -0.577
65 C -1.252 0.296 -2.270  -0.039
66 H -0.280 -2.426 5.094  0.227
67 C 1.367 -0.473 1.132  0.031
68 C -0.256 0.772 6.319  -0.210
69 H 3.226 2.604 -3.423  0.207
70 H 0.620 -1.791 -1.558  0.202
71 O 3.681 -0.727 1.316  -0.503
72 O 2.161 -3.142 0.845  -0.650
73 C 3.548 -4.306 2.778  -0.259
74 C -3.545 -3.289 2.692  -0.198
75 C -0.325 0.762 3.932  -0.210
76 C 0.434 0.913 -0.576  -0.052
77 C -1.757 -0.864 5.135  -0.178
78 C 0.596 -2.078 -2.605  -0.615
79 H 0.933 -1.172 -4.514  0.212
80 H -3.506 -2.004 -4.352  0.235
81 H 1.371 2.679 7.390  0.207
82 H 5.110 -0.960 -0.171  0.185
83 O -1.659 3.040 -3.626  -0.745
84 N 1.618 1.978 -2.232  -0.447
85 H 2.705 4.751 -5.418  0.201
86 H -5.370 -4.059 1.911  0.217
87 H 2.753 -0.782 3.621  0.236
88 C -3.906 -3.859 0.366  -0.217
89 C -1.801 -3.011 1.037  0.115
90 C 1.845 1.296 5.026  -0.415
91 C -0.145 -2.097 2.254  0.258
92 H -2.605 -0.540 4.512  0.174
93 H 5.305 0.486 0.866  0.182
94 C 1.754 1.668 7.535  -0.417
95 H 1.303 1.274 8.452  0.195
96 C -2.498 1.444 -5.783  0.855
97 H -2.124 -0.987 6.157  0.202
98 O -1.176 1.288 -5.727  -0.513
99 C -2.622 -3.487 0.023  -0.259
100 C 3.269 1.705 7.703  -0.612
101 C 1.292 0.776 6.363  0.254
102 C 0.241 2.430 -2.362  -0.015
103 H -3.479 -1.260 -1.803  0.243
104 C 1.698 1.202 -1.075  0.176
105 H 4.074 -4.497 3.710  0.204
106 C -2.875 -1.280 -3.861  -0.178
107 C 2.124 -2.654 1.953  0.858
108 N -2.695 0.614 -2.364  -0.441
109 H 1.528 4.548 -6.733  0.211
110 C -3.021 1.274 -1.091  -0.220
111 H -0.610 1.819 6.350  0.170
112 H -0.288 -2.679 -2.803  0.208
113 C 2.202 4.022 -6.055  -0.266
114 C -2.934 1.671 -7.197  -0.715
115 H 3.672 0.695 7.685  0.217
116 C -4.359 -3.758 1.684  -0.244
117 C -0.387 1.167 -4.534  0.067
118 H 3.384 2.961 -1.693  0.214

Computed properties:
ΔE to the lowest compared entry with this formula, charge and spin in kJ/mol: 0.0
Net charge: +1



2.
Entry from OMol25: C46H59N5NaO3Se as an isolated structure (ωB97M-V with the def2-TZVPD basis set).

Last column: Löwdin charge in e.
CARTESIAN COORDINATES (ANGSTROEM)
1 H 0.075 -4.276 -2.813  0.120
2 H -4.619 4.643 -3.249  0.077
3 H 4.880 2.162 5.681  0.100
4 N 2.629 -1.577 -3.251  0.139
5 H -3.493 0.588 -0.720  0.084
6 H 1.397 -3.987 0.605  0.099
7 C 2.191 -2.195 -4.343  -0.129
8 H -2.829 6.166 -3.978  0.077
9 H -3.064 2.621 -5.013  0.075
10 H -6.786 1.081 2.530  0.077
11 H -5.604 1.295 -0.284  0.087
12 C 1.592 -5.939 -0.339  -0.138
13 H 2.926 3.492 0.878  0.079
14 C -2.077 5.547 -3.482  -0.077
15 C 3.406 1.334 4.379  -0.021
16 C -0.878 0.932 -2.087  -0.405
17 C 0.595 2.792 -1.606  -0.089
18 H -3.744 -2.580 4.183  0.067
19 H 3.021 1.650 -1.730  0.053
20 C -1.512 3.167 -2.806  -0.197
21 H -4.354 2.489 0.087  0.075
22 H -3.566 -0.686 3.342  0.094
23 H 4.344 -4.784 -4.556  0.101
24 H -3.948 1.541 3.696  0.072
25 H 4.037 3.043 -1.292  0.080
26 H 2.952 5.224 -0.803  0.078
27 H -1.775 3.724 -5.495  0.086
28 H -0.095 4.676 -2.291  0.076
29 C 4.235 -0.131 2.633  -0.080
30 Se -1.429 -0.909 -1.992  1.125
31 H -0.548 -4.237 3.941  0.078
32 C -1.717 -2.543 3.325  -0.526
33 O 1.542 -3.861 -1.454  -0.182
34 C -4.764 1.103 1.718  -0.560
35 C -3.131 -0.027 0.094  -0.076
36 C -3.669 0.099 1.365  -0.190
37 C 3.863 -3.886 -4.188  -0.071
38 N 4.629 -2.043 -0.428  0.046
39 H -2.667 1.386 -3.134  0.087
40 C 5.530 0.060 3.111  -0.021
41 C 0.343 1.377 -1.492  -0.384
42 C 3.097 2.734 -1.761  -0.040
43 H 2.463 -6.536 -0.608  0.100
44 C -3.876 4.002 -2.763  -0.059
45 C 3.935 -0.929 1.430  -0.281
46 C -2.963 -3.271 3.863  -0.060
47 H -0.889 -2.260 5.321  0.080
48 H 6.340 -0.439 2.596  0.108
49 H 1.155 3.545 0.999  0.087
50 H 1.102 0.727 3.215  0.152
51 H -1.131 5.677 -4.013  0.083
52 H -6.393 -0.317 1.510  0.087
53 O -0.457 -2.454 0.602  -0.194
54 H 2.367 -3.807 -5.745  0.097
55 H -1.859 -0.889 4.752  0.074
56 C -1.502 -1.730 0.828  -0.401
57 N 1.897 0.271 2.800  0.132
58 H -3.376 2.618 2.418  0.088
59 C 2.000 4.881 -1.217  -0.085
60 H 6.771 1.021 4.565  0.097
61 C -5.998 0.369 2.262  -0.056
62 C 0.298 -4.488 -1.768  -0.190
63 H 5.168 -3.637 -2.483  0.108
64 H -3.769 4.323 -1.725  0.082
65 C -1.757 1.803 -2.715  -0.115
66 H 0.642 -0.816 1.567  0.121
67 C 1.897 3.365 -1.035  -0.532
68 C -4.246 2.074 2.791  -0.054
69 H 1.972 5.167 -2.271  0.080
70 H -0.486 -4.071 -1.130  0.107
71 H -5.754 -0.215 3.151  0.071
72 C 1.995 3.080 0.473  -0.048
73 C -2.128 -1.665 2.124  -0.090
74 C 1.684 -0.612 1.797  -0.134
75 H 1.200 -6.324 0.603  0.104
76 H 1.970 2.008 0.647  0.053
77 H -1.951 5.920 -2.463  0.083
78 H -2.694 -3.894 4.722  0.076
79 H -5.966 2.644 0.800  0.081
80 C -0.676 -3.633 3.035  -0.067
81 H 3.115 3.052 -2.807  0.086
82 H 1.330 -1.746 -4.828  0.111
83 C -2.525 4.085 -3.489  -0.563
84 H -0.233 -1.161 4.105  0.063
85 H 0.287 -3.214 2.750  0.067
86 C 4.697 1.516 4.831  -0.091
87 H 2.568 1.824 4.861  0.112
88 C 3.176 0.504 3.283  -0.182
89 H -3.456 4.292 -5.450  0.076
90 N 2.606 -1.221 1.133  0.157
91 C -5.193 1.929 0.505  -0.072
92 H 1.198 5.409 -0.694  0.082
93 N 4.920 -1.308 0.695  0.068
94 H 0.930 -6.478 -2.346  0.101
95 H -0.385 -6.475 -1.170  0.105
96 C -3.147 -0.749 2.342  -0.018
97 C 1.952 -4.451 -0.215  -0.179
98 C 4.328 -3.259 -3.049  -0.023
99 H -5.020 2.799 3.063  0.077
100 H -4.260 2.981 -2.757  0.073
101 C 3.671 -2.111 -2.611  -0.272
102 C -1.146 -1.657 4.445  -0.048
103 H 3.735 -0.377 -1.281  0.117
104 O 1.154 0.594 -0.880  -0.152
105 C -2.092 -0.907 -0.173  -0.383
106 C 2.768 -3.348 -4.851  -0.071
107 H -3.384 -3.916 3.089  0.089
108 H -0.999 -4.284 2.224  0.085
109 Na 1.083 -1.599 -0.721  0.131
110 C 5.762 0.875 4.201  -0.090
111 C 4.050 -1.419 -1.371  -0.101
112 C -0.320 3.619 -2.237  0.004
113 C 0.535 -5.969 -1.466  -0.144
114 C -2.719 3.654 -4.951  -0.057
115 H 3.016 -4.254 -0.095  0.112

Computed properties:
ΔE to the lowest compared entry with this formula, charge and spin in kJ/mol: 22.7
Net charge: -1



3.
Entry from OMol25: C46H60BrN2O4PZr as an isolated structure in a non-equilibrium geometry (ωB97M-V with the def2-TZVPD basis set).

Last column: Löwdin charge in e.
CARTESIAN COORDINATES (ANGSTROEM)
1 P -2.392 -2.497 -1.376  1.144
2 C -1.747 -1.514 -3.716  -0.122
3 C -4.938 -1.791 -2.197  -0.107
4 H -4.041 0.224 2.196  0.082
5 H 4.194 -0.735 1.059  0.148
6 H -1.101 -2.384 2.988  0.148
7 H 2.238 2.860 -0.397  0.063
8 H 6.464 -1.091 -2.517  0.127
9 C -1.477 0.708 -4.565  -0.056
10 C -0.357 1.976 -0.656  -0.195
11 C 5.381 -1.105 -2.569  -0.005
12 H -2.069 -5.375 -2.848  0.095
13 H 2.672 3.101 -2.067  0.114
14 H -1.388 1.388 -5.428  0.126
15 H 0.709 4.351 -2.987  0.105
16 H -5.065 1.467 1.482  0.075
17 C -2.556 1.298 0.112  -0.104
18 N 3.318 -0.265 0.774  0.027
19 H -3.283 3.901 3.138  0.091
20 C 7.250 1.081 6.350  -0.031
21 C -4.746 1.357 -0.979  -0.042
22 H -4.340 -5.102 -1.339  0.070
23 C -1.321 5.410 1.777  -0.017
24 C -1.655 -5.323 -1.795  -0.081
25 C 6.547 -0.070 5.934  -0.069
26 C -4.732 -4.085 -1.290  -0.110
27 H 2.493 1.491 -1.377  0.048
28 H 0.447 -4.595 -0.096  0.095
29 H -4.670 2.398 -0.741  0.082
30 C 2.589 -0.894 -2.710  -0.035
31 Zr 0.466 0.571 1.292  1.802
32 O 5.178 -1.685 -0.274  0.025
33 H -2.387 -5.649 -1.083  0.056
34 H 0.782 -4.591 -2.356  0.106
35 H 4.580 3.153 6.606  0.118
36 H -1.150 6.138 2.523  0.074
37 C -2.450 2.263 1.087  0.040
38 H -1.762 -2.567 -3.998  0.071
39 H -0.191 3.994 2.906  0.072
40 O 0.649 -1.429 2.586  -0.118
41 C 2.510 -1.015 -0.112  -0.397
42 H 0.678 3.315 0.652  0.106
43 H 4.773 -0.896 5.065  0.133
44 C 2.649 1.155 3.986  -0.462
45 O 1.262 -0.438 -0.240  -0.273
46 C -1.711 1.202 -3.276  -0.057
47 C 0.271 3.996 -2.031  -0.034
48 C -1.421 -0.642 -4.798  -0.033
49 C 6.518 2.270 6.539  -0.062
50 N 2.609 0.341 1.759  -0.118
51 C -1.881 -1.063 -2.413  -0.266
52 H -1.766 2.267 -3.121  0.116
53 C -0.398 -3.875 -0.077  -0.131
54 C -2.277 3.861 3.576  -0.052
55 H 6.114 -1.977 -0.349  0.146
56 C 3.160 1.377 5.244  -0.057
57 H -5.506 -0.171 1.273  0.099
58 H 4.358 0.446 2.877  0.160
59 H -0.162 -3.624 -3.470  0.064
60 C 3.286 0.654 2.826  -0.110
61 H -0.842 -6.088 -1.757  0.100
62 C -3.967 -3.648 -3.629  -0.072
63 H 2.447 1.792 5.966  0.118
64 C 3.216 -1.097 -1.479  -0.085
65 C 5.247 0.003 5.513  -0.062
66 H 6.935 -1.103 5.868  0.125
67 H -2.967 -3.860 -3.973  0.026
68 H -0.801 4.159 -2.197  0.081
69 H 2.363 -2.026 0.328  0.166
70 H -1.020 -4.128 0.786  0.071
71 H -5.849 -2.015 -2.744  0.095
72 H -2.168 2.910 4.121  0.085
73 C 4.730 -0.794 -3.771  -0.054
74 H -1.322 -1.052 -5.810  0.123
75 H -2.306 5.573 1.359  0.095
76 C 0.580 2.479 -1.734  -0.332
77 C 5.163 2.310 6.272  -0.021
78 C -4.635 0.490 1.325  -0.052
79 H -4.356 -2.926 -4.398  0.098
80 C 0.100 -3.704 -2.430  -0.104
81 H 0.527 1.931 -2.696  0.136
82 H 1.497 -0.823 -2.710  0.105
83 H -4.772 -3.740 -0.281  0.065
84 H -0.550 5.545 0.989  0.091
85 C -0.627 -1.498 2.607  -0.402
86 H -2.178 4.677 4.268  0.087
87 H 8.339 1.117 6.532  0.124
88 C -1.236 4.027 2.472  -0.416
89 C -1.275 2.933 1.430  -0.218
90 H -3.711 -0.445 -0.350  0.071
91 H -4.555 -4.575 -3.675  0.088
92 C -4.027 -3.041 -2.157  -0.652
93 H -5.761 -4.147 -1.598  0.086
94 H 6.997 3.203 6.932  0.133
95 H 0.651 -2.806 -2.114  0.059
96 C 4.520 1.186 5.679  -0.235
97 H -5.274 -1.549 -1.183  0.074
98 H 2.839 -0.501 -4.799  0.103
99 H -4.466 1.234 -2.021  0.073
100 C -0.167 2.691 0.590  -0.224
101 C -1.715 0.396 -2.163  -0.142
102 H -0.011 -2.879 0.189  0.033
103 C 3.345 -0.719 -3.879  -0.056
104 C -1.088 -3.924 -1.488  -0.645
105 C -1.519 1.112 -0.857  -0.048
106 H -3.335 2.486 1.687  0.121
107 H 0.584 4.664 -1.239  0.073
108 C -3.889 0.581 0.000  -0.374
109 H -4.504 -0.925 -2.666  0.059
110 Br 0.809 1.900 3.802  0.980
111 H -5.829 1.066 -0.879  0.119
112 O -1.355 -0.532 2.141  -0.154
113 C 2.070 2.475 -1.385  -0.052
114 H 5.309 -0.634 -4.680  0.117
115 C 4.605 -1.334 -1.475  -0.264

Computed properties:
Net charge: +2



| no. | Kohn-Sham gap (Ha) | highest occupied orbital energy (eV) |
| --- | --- | --- |
| 1 | 0.28292 | -9.33 |
| 2 | 0.21587 | -3.92 |
| 3 | 0.19002 | -11.95 |